Entry 1:
DFT (the ωB97M-V functional and the def2-TZVPD basis) results for a 2-piece molecular cluster, C7H14 overall.

Results
* lowest unoccupied orbital energy: 0.6 eV
* net charge: 0
* energy relative to the best compared isomer or geometry (same formula, charge and spin): 4.8580 eV

Last column: Löwdin charge in e.
Atoms and positions in Å:
C  -1.418  1.758  -0.391  -0.038
C  -1.156  -0.630  0.723  -0.075
C  -2.230  -1.294  -0.050  -0.172
C  0.190  -1.015  0.214  -0.255
C  1.348  -0.187  0.723  -0.316
C  2.718  -0.349  0.120  -0.130
C  1.926  0.905  -0.137  -0.141
H  -1.131  1.287  -1.337  0.036
H  -2.465  2.078  -0.419  0.033
H  -0.747  2.590  -0.154  0.032
H  -1.328  1.022  0.519  0.009
H  -3.110  -0.677  -0.078  0.066
H  -2.052  -1.649  -1.065  0.072
H  -2.549  -2.170  0.495  0.083
H  0.264  -2.037  0.647  0.146
H  0.271  -1.172  -0.882  0.124
H  1.301  0.013  1.792  0.137
H  3.583  -0.290  0.776  0.096
H  2.831  -1.052  -0.704  0.099
H  1.508  1.041  -1.133  0.095
H  2.244  1.828  0.343  0.099

***

Entry 2:
DFT (the ωB97M-V functional and the def2-TZVPD basis) results for a 7-piece molecular cluster, C19H36FN5O26S7 overall.

Results
* lowest unoccupied orbital energy: -0.2 eV
* net charge: 0
* structure (SMILES): NC(N)(N)CN(c1ccccn1)S(=O)(=O)F.O=S1(=O)OCCO1.O=S1(=O)OCCO1.O=S1(=O)OCCO1.O=S1(=O)OCCO1.O=S1(=O)OCCO1.O=S1(=O)OCCO1
* energy relative to the best compared isomer or geometry (same formula, charge and spin): 0.0000 eV

Last column: Löwdin charge in e.
Atoms and positions in Å:
N  -3.360  -4.399  3.362  0.102
C  -2.485  -3.223  3.304  -0.679
N  -1.630  -3.300  2.137  0.098
N  -1.647  -3.279  4.507  0.103
C  -3.233  -1.887  3.316  -0.146
N  -4.340  -1.805  2.330  -0.116
C  -5.568  -2.439  2.806  -0.368
C  -6.275  -3.227  1.914  -0.014
C  -7.428  -3.875  2.329  -0.032
C  -7.828  -3.674  3.647  -0.043
C  -7.053  -2.846  4.448  -0.115
N  -5.937  -2.240  4.059  0.134
S  -4.662  -0.244  1.869  0.597
O  -3.446  0.447  1.662  -0.224
O  -5.643  -0.282  0.843  -0.238
F  -5.343  0.379  3.107  -0.098
H  -3.787  -4.565  2.462  0.069
H  -4.095  -4.281  4.046  0.072
H  -2.232  -3.230  1.320  0.085
H  -1.276  -4.252  2.112  0.093
H  -2.314  -3.207  5.269  0.076
H  -1.156  -2.388  4.514  0.053
H  -3.550  -1.638  4.323  0.117
H  -2.510  -1.126  3.037  0.108
H  -5.916  -3.332  0.904  0.120
H  -7.994  -4.494  1.655  0.113
H  -8.710  -4.144  4.042  0.105
H  -7.368  -2.669  5.464  0.110
O  0.307  0.065  4.793  -0.228
S  -0.641  0.514  5.750  0.581
O  -1.918  0.977  5.353  -0.206
O  0.047  1.587  6.704  -0.178
C  -0.031  1.164  8.076  -0.147
C  -0.033  -0.348  8.000  -0.150
O  -0.839  -0.635  6.844  -0.199
H  -0.958  1.549  8.504  0.137
H  0.818  1.557  8.627  0.139
H  -0.470  -0.816  8.876  0.138
H  0.969  -0.746  7.831  0.137
O  2.705  -0.157  -1.149  -0.235
S  3.095  -1.060  -0.122  0.583
O  4.281  -1.826  -0.241  -0.206
O  1.866  -2.004  0.227  -0.178
C  1.528  -1.898  1.628  -0.141
C  1.928  -0.485  1.995  -0.148
O  3.150  -0.266  1.261  -0.201
H  2.110  -2.638  2.179  0.139
H  0.466  -2.092  1.766  0.103
H  2.104  -0.359  3.058  0.118
H  1.187  0.242  1.660  0.139
O  7.683  4.031  -0.846  -0.213
S  7.087  3.377  0.260  0.597
O  7.268  3.849  1.583  -0.219
O  7.462  1.823  0.187  -0.182
C  6.274  1.016  0.163  -0.155
C  5.244  1.898  -0.510  -0.169
O  5.515  3.212  0.000  -0.188
H  5.991  0.781  1.191  0.134
H  6.461  0.096  -0.382  0.134
H  4.225  1.617  -0.270  0.101
H  5.375  1.912  -1.595  0.138
O  -8.602  -0.005  -5.043  -0.216
S  -7.489  -0.780  -4.633  0.595
O  -7.137  -1.979  -5.300  -0.217
O  -7.625  -1.060  -3.063  -0.190
C  -6.465  -0.580  -2.366  -0.165
C  -5.982  0.584  -3.203  -0.157
O  -6.190  0.151  -4.556  -0.189
H  -5.724  -1.382  -2.329  0.135
H  -6.733  -0.286  -1.356  0.111
H  -4.931  0.809  -3.046  0.135
H  -6.579  1.481  -3.028  0.136
O  3.368  3.964  -6.039  -0.217
S  3.680  3.018  -5.031  0.585
O  4.822  2.182  -5.138  -0.227
O  2.389  2.121  -4.760  -0.181
C  2.013  2.195  -3.373  -0.148
C  2.469  3.572  -2.937  -0.150
O  3.723  3.752  -3.613  -0.187
H  2.533  1.409  -2.829  0.100
H  0.940  2.056  -3.276  0.139
H  2.617  3.648  -1.863  0.134
H  1.781  4.352  -3.267  0.135
O  7.854  3.746  -10.958  -0.221
S  8.166  2.805  -9.946  0.593
O  9.299  1.961  -10.049  -0.220
O  6.862  1.920  -9.666  -0.188
C  6.490  2.009  -8.282  -0.164
C  6.962  3.376  -7.846  -0.160
O  8.217  3.541  -8.527  -0.188
H  7.005  1.217  -7.734  0.136
H  5.417  1.882  -8.178  0.130
H  7.105  3.445  -6.772  0.132
H  6.278  4.159  -8.178  0.137

***

Entry 3:
DFT (the ωB97M-V functional and the def2-TZVPD basis) results for a 14-piece molecular cluster, C54H145N9O23 overall.

Results
* 2S+1: 2
* lowest unoccupied orbital energy (spin up / spin down): 1.8 / 1.7 eV
* net charge: -1

Last column: Löwdin spin population.
Atoms and positions in Å:
C  10.654  8.558  -14.728  0.004
O  10.243  9.334  -13.627  0.001
C  9.303  8.600  -12.775  0.002
C  9.276  9.100  -11.293  0.002
N  10.603  9.033  -10.649  0.001
C  10.555  9.742  -9.336  0.005
C  11.986  9.757  -8.670  0.021
O  12.779  10.836  -9.133  0.019
C  13.966  11.082  -8.412  0.062
H  9.781  8.023  -15.100  0.001
H  11.503  7.904  -14.528  0.001
H  10.960  9.217  -15.541  0.001
H  9.449  7.525  -12.671  0.001
H  8.315  8.713  -13.221  0.000
H  8.567  8.505  -10.717  0.000
H  8.899  10.122  -11.269  0.000
H  11.192  9.522  -11.308  0.001
H  9.821  9.269  -8.684  0.001
H  10.303  10.803  -9.346  0.001
H  12.506  8.818  -8.858  0.008
H  11.848  9.976  -7.611  0.008
H  13.691  11.498  -7.443  0.038
H  14.597  11.725  -9.026  0.010
H  14.517  10.151  -8.279  0.018
C  28.623  8.903  -7.354  0.000
O  27.884  10.113  -7.203  0.000
C  27.557  10.708  -8.447  0.000
C  26.345  11.613  -8.259  0.000
N  25.202  11.063  -7.575  0.000
C  24.638  9.962  -8.319  0.000
C  23.330  9.385  -7.754  0.002
O  23.595  8.671  -6.556  0.003
C  22.416  8.210  -5.847  0.017
H  28.075  8.121  -7.880  0.000
H  28.883  8.601  -6.339  0.000
H  29.607  9.066  -7.794  0.000
H  27.334  10.002  -9.247  0.000
H  28.403  11.345  -8.708  0.000
H  26.100  11.979  -9.256  0.000
H  26.756  12.463  -7.715  0.000
H  25.661  10.634  -6.784  0.000
H  25.354  9.147  -8.428  0.000
H  24.402  10.359  -9.306  0.000
H  22.761  8.759  -8.442  0.000
H  22.620  10.202  -7.620  0.002
H  22.726  7.779  -4.895  0.001
H  21.903  7.436  -6.418  0.003
H  21.664  8.956  -5.591  0.014
C  15.026  6.641  -13.413  0.008
O  15.427  7.112  -14.724  0.002
C  14.569  8.165  -15.248  0.001
C  14.809  8.602  -16.685  0.003
N  16.142  9.239  -16.656  0.000
C  16.632  9.787  -17.944  0.004
C  18.169  9.836  -17.871  0.002
O  18.754  8.620  -17.344  0.000
C  18.580  7.440  -18.099  0.002
H  15.834  6.059  -12.969  0.001
H  14.087  6.093  -13.333  0.002
H  14.825  7.466  -12.728  0.004
H  14.685  9.043  -14.614  0.000
H  13.542  7.829  -15.102  0.000
H  14.056  9.318  -17.013  0.002
H  14.816  7.761  -17.378  0.001
H  16.938  8.730  -16.300  0.000
H  16.208  10.778  -18.107  0.002
H  16.202  9.221  -18.772  0.001
H  18.518  10.669  -17.260  0.001
H  18.406  10.093  -18.904  0.001
H  19.163  7.297  -19.008  0.000
H  17.550  7.258  -18.405  0.001
H  18.862  6.590  -17.478  0.000
C  9.905  14.003  -12.598  0.004
O  11.314  14.017  -12.412  0.003
C  11.810  12.739  -12.085  0.001
C  13.332  12.869  -11.819  0.005
N  14.050  13.356  -12.968  0.001
C  14.361  12.352  -13.956  0.001
C  14.851  13.049  -15.289  0.003
O  13.706  13.657  -15.863  0.002
C  14.000  14.310  -17.087  0.012
H  9.611  13.473  -13.504  0.001
H  9.473  15.004  -12.584  0.000
H  9.441  13.496  -11.751  0.001
H  11.659  12.014  -12.885  0.000
H  11.315  12.358  -11.191  0.000
H  13.814  11.946  -11.496  0.001
H  13.475  13.655  -11.077  0.004
H  13.406  13.974  -13.442  0.001
H  13.590  11.658  -14.289  0.000
H  15.041  11.573  -13.611  0.000
H  15.388  12.248  -15.796  0.000
H  15.531  13.853  -15.007  0.002
H  14.781  15.061  -16.962  0.003
H  13.063  14.763  -17.411  0.001
H  14.378  13.534  -17.752  0.002
C  25.874  14.971  -12.271  0.000
O  27.089  14.518  -12.883  0.000
C  28.091  14.365  -11.891  0.000
C  28.873  13.017  -12.209  0.000
N  29.923  12.908  -11.138  0.000
C  30.461  11.553  -11.082  0.000
C  31.532  11.501  -9.995  0.000
O  30.956  11.374  -8.721  0.000
C  31.798  11.341  -7.664  0.000
H  25.140  14.999  -13.076  0.000
H  25.982  15.955  -11.816  0.000
H  25.619  14.382  -11.390  0.000
H  27.781  14.322  -10.847  0.000
H  28.687  15.256  -12.087  0.000
H  29.262  12.938  -13.224  0.000
H  28.138  12.223  -12.075  0.000
H  30.636  13.596  -11.333  0.000
H  30.811  11.190  -12.049  0.000
H  29.623  11.000  -10.658  0.000
H  32.179  12.371  -10.111  0.000
H  32.188  10.643  -10.134  0.000
H  32.600  12.074  -7.757  0.000
H  32.228  10.340  -7.629  0.000
H  31.155  11.515  -6.801  0.000
C  20.929  14.046  -15.340  0.005
O  21.734  12.896  -15.160  0.001
C  20.915  11.758  -14.783  0.000
C  21.789  10.591  -14.577  0.000
N  22.408  10.400  -15.912  0.000
C  21.595  9.661  -16.895  0.000
C  22.286  9.533  -18.303  0.000
O  22.844  10.821  -18.726  0.001
C  23.643  10.726  -19.889  0.000
H  20.321  14.000  -16.243  0.003
H  21.641  14.859  -15.484  0.000
H  20.342  14.304  -14.458  0.002
H  20.098  11.547  -15.473  0.000
H  20.513  11.885  -13.777  0.000
H  21.191  9.774  -14.172  0.000
H  22.600  10.841  -13.893  0.000
H  22.529  11.336  -16.271  0.000
H  20.722  10.306  -16.983  0.000
H  21.300  8.666  -16.561  0.000
H  21.638  9.046  -19.032  0.000
H  23.161  8.901  -18.152  0.000
H  24.550  10.209  -19.577  0.000
H  23.859  11.754  -20.177  0.000
H  23.135  10.117  -20.638  0.000
C  17.859  9.769  -13.884  0.001
O  18.365  9.953  -12.536  0.002
C  17.392  10.639  -11.656  0.006
C  17.831  10.852  -10.176  0.017
N  19.014  11.744  -10.212  0.004
C  19.947  11.512  -9.112  0.029
C  21.331  12.160  -9.487  0.009
O  21.887  11.674  -10.704  0.001
C  23.002  12.372  -11.091  0.000
H  17.693  10.698  -14.430  0.000
H  16.905  9.243  -13.928  0.000
H  18.488  9.113  -14.485  0.000
H  16.476  10.054  -11.568  0.004
H  17.127  11.601  -12.094  0.002
H  18.093  9.880  -9.758  0.007
H  16.979  11.229  -9.610  0.013
H  19.545  11.522  -11.042  0.000
H  20.106  10.433  -9.134  0.005
H  19.564  11.816  -8.138  0.026
H  22.020  12.053  -8.649  0.003
H  21.220  13.245  -9.491  0.002
H  23.765  12.509  -10.325  0.000
H  22.903  13.382  -11.488  0.000
H  23.475  11.847  -11.920  0.000
C  23.354  8.537  -11.547  0.000
O  22.337  7.554  -11.652  0.000
C  21.178  7.764  -10.780  0.001
C  19.938  6.986  -11.292  0.002
N  19.980  5.554  -11.013  0.000
C  18.974  4.856  -11.738  0.002
C  18.982  5.009  -13.311  0.000
O  20.270  4.891  -13.758  0.000
C  20.638  5.536  -14.956  0.000
H  23.005  9.546  -11.764  0.000
H  24.056  8.390  -12.368  0.000
H  23.865  8.493  -10.585  0.000
H  21.012  8.839  -10.846  0.000
H  21.502  7.496  -9.774  0.001
H  19.790  7.260  -12.337  0.000
H  19.093  7.337  -10.700  0.003
H  20.840  5.314  -11.486  0.000
H  18.030  5.040  -11.226  0.003
H  19.207  3.809  -11.541  0.000
H  18.569  5.882  -13.815  0.000
H  18.469  4.147  -13.738  0.000
H  21.648  5.283  -15.278  0.000
H  20.682  6.608  -14.765  0.000
H  19.950  5.246  -15.750  0.000
C  22.577  17.716  -14.415  0.002
O  23.059  17.445  -13.108  0.001
C  22.465  16.335  -12.486  0.001
C  22.540  16.537  -10.987  0.002
N  23.870  16.413  -10.421  0.000
C  23.845  15.995  -9.032  0.003
C  25.313  15.964  -8.455  0.000
O  25.975  17.242  -8.612  0.000
C  27.374  17.191  -8.761  0.000
H  21.749  18.425  -14.441  0.001
H  22.342  16.799  -14.954  0.000
H  23.316  18.161  -15.081  0.000
H  22.853  15.417  -12.927  0.000
H  21.393  16.367  -12.681  0.002
H  21.801  15.938  -10.454  0.002
H  22.180  17.556  -10.842  0.001
H  24.387  17.278  -10.362  0.000
H  23.450  14.981  -8.960  0.001
H  23.251  16.656  -8.401  0.001
H  25.931  15.136  -8.804  0.000
H  25.250  15.656  -7.411  0.000
H  27.808  16.681  -7.901  0.000
H  27.910  18.136  -8.852  0.000
H  27.604  16.749  -9.730  0.000
O  16.518  14.700  -12.097  0.015
H  16.479  15.559  -12.518  0.005
H  15.754  14.233  -12.434  0.001
O  25.819  12.338  -13.312  0.000
H  26.300  13.158  -13.199  0.000
H  25.840  12.176  -14.255  0.000
O  17.627  14.371  -9.418  0.039
H  17.310  14.764  -10.231  0.003
H  18.047  13.556  -9.694  0.003
O  17.264  10.879  -6.980  0.208
H  17.955  11.535  -6.889  0.052
H  16.450  11.376  -6.904  0.056
O  17.386  8.318  -7.781  0.068
H  16.654  7.976  -7.268  0.021
H  17.456  9.236  -7.518  0.015

***

Entry 4:
DFT (the ωB97M-V functional and the def2-TZVPD basis) results for C6H15OPReSbSe5 as an isolated structure.

Results
* 2S+1: 2
* lowest unoccupied orbital energy (spin up / spin down): 1.5 / 1.3 eV
* net charge: -1
* energy relative to the best compared isomer or geometry (same formula, charge and spin): 0.0000 eV

Last column: Löwdin spin population.
Atoms and positions in Å:
Re  2.155  -0.660  1.745  0.244
C  -1.798  -0.369  2.175  0.003
C  -1.184  0.259  0.929  -0.005
P  0.290  -0.575  0.284  0.011
C  0.765  0.342  -1.208  0.006
C  -0.206  0.412  -2.382  0.001
C  -0.183  -2.284  -0.162  0.002
C  -1.465  -2.453  -0.977  0.000
H  -2.682  0.195  2.468  0.000
H  -1.095  -0.359  3.005  0.005
H  -2.101  -1.403  2.008  0.001
H  -0.875  1.289  1.107  0.003
H  -1.899  0.290  0.104  -0.001
H  1.741  -0.035  -1.515  0.000
H  0.943  1.354  -0.836  0.003
H  -0.293  -0.536  -2.912  0.000
H  0.172  1.159  -3.078  0.000
H  -1.197  0.740  -2.071  0.000
H  -0.253  -2.816  0.787  0.001
H  0.680  -2.706  -0.680  0.000
H  -2.316  -1.984  -0.484  0.000
H  -1.696  -3.512  -1.092  0.000
H  -1.380  -2.022  -1.973  0.000
Se  1.362  -1.748  3.600  0.326
Se  -0.517  3.892  0.034  0.042
Sb  1.806  4.276  -0.342  -0.001
Se  2.988  5.764  1.053  -0.004
Se  2.778  3.324  -2.267  -0.002
Se  2.203  1.620  1.952  0.423
O  3.256  -1.454  0.727  -0.057